No. 1
The following is a DFT calculation (ωB97M-V/def2-TZVPD) of a 2-piece molecular cluster, C7H9NO2SSi overall in a non-equilibrium geometry.

Last column: Mulliken charge in e.
Positions of all 21 atoms, in Å:
C  -1.37412  -0.67869  2.39219  -0.246
C  -1.70958  -1.48939  1.34065  -0.406
C  -0.40786  0.29575  2.27281  -0.469
C  -1.06312  -1.37763  0.12515  -0.270
C  0.25917  0.44559  1.06733  -0.246
C  -0.15239  -0.33466  -0.00421  0.259
C  1.44445  -3.34279  -0.83085  -0.238
N  2.05937  -2.42462  -0.47817  -0.110
O  1.90808  0.42681  -1.18740  -0.628
O  -0.23699  1.11497  -2.23805  -0.164
Si  -0.02538  2.77082  -2.18424  0.250
S  0.63240  -0.12390  -1.60497  0.641
H  -1.78422  -0.69932  3.41798  0.331
H  -2.43893  -2.38856  1.45853  0.242
H  -0.04220  0.72941  3.23986  0.284
H  -1.35877  -2.06271  -0.75328  0.307
H  1.21950  1.07352  0.82233  0.296
H  2.52136  -1.59760  -0.06728  0.372
H  -0.64486  3.08838  -3.58054  -0.075
H  -0.36741  3.56033  -0.87739  -0.057
H  1.56152  3.01429  -2.33044  -0.073

Energy above the lowest of the compared OMol25 structures with the same formula, charge and spin, kcal per mole: 4.1
HOMO, eV: -9.7
LUMO level, eV: 0.41
HOMO-LUMO gap, eV: 10.13
Net charge: 0

=====

No. 2
The following is a DFT calculation (ωB97M-V/def2-TZVPD) of C11H24BrHgN2O7P2 as an isolated structure in a non-equilibrium geometry.

Last column: Mulliken charge in e.
Positions of all 48 atoms, in Å:
C  0.17688  -1.93115  2.99439  -0.962
C  1.42150  -1.67580  2.00033  -0.190
O  1.89808  -0.30948  2.11556  -0.509
P  2.41081  0.24205  0.55287  0.986
O  3.06732  1.60940  0.71587  -0.744
C  0.83790  0.51423  -0.48515  0.369
C  -0.08447  1.53847  0.38073  -1.040
C  -1.46012  1.89603  -0.34042  0.820
C  -2.29015  0.62751  -0.89265  -1.609
C  -2.30365  -0.66192  0.04145  0.364
C  -2.15838  -2.07186  -0.73991  -0.817
N  -1.21353  -2.03798  -1.89296  -0.418
C  -1.00749  2.66947  -1.70818  0.358
O  0.10543  3.21977  -1.86221  -0.341
O  -1.88725  2.80802  -2.79001  -0.420
N  -2.34632  2.88970  0.34078  0.450
O  -2.10478  4.15029  -0.11955  -0.423
P  -2.48156  2.79954  2.08255  0.270
O  -2.42573  1.16187  2.64127  -0.355
Br  -0.62659  3.73430  3.08374  -0.131
O  3.42192  -0.97566  -0.06014  -0.355
C  3.08007  -1.35682  -1.42217  0.110
C  3.49557  -0.23893  -2.52691  -0.991
H  0.11703  -1.02220  3.68000  0.227
H  0.26195  -2.92179  3.57100  0.334
H  -0.79577  -2.02055  2.38029  0.210
H  1.12785  -1.94673  0.88942  -0.169
H  2.24562  -2.40613  2.30411  0.914
H  1.11152  0.92008  -1.51041  0.727
H  0.32747  -0.50750  -0.54293  -0.533
H  -0.17240  1.06163  1.40790  0.136
H  0.58501  2.46815  0.52641  0.657
H  -3.38158  0.98864  -0.99248  0.424
H  -1.95644  0.41839  -1.97692  0.500
H  -1.55010  -0.68120  0.89167  -0.499
H  -3.34183  -0.70134  0.54519  0.578
H  -1.69770  -2.80173  0.03248  0.171
H  -3.18751  -2.49130  -0.98995  0.393
H  -1.80943  -2.12255  -2.73579  0.267
H  -0.57969  -2.84552  -1.91303  0.176
H  -1.31570  4.54655  0.34620  0.394
H  -1.55136  1.04626  3.09732  0.311
H  2.00106  -1.71789  -1.55970  -0.108
H  3.73956  -2.27075  -1.66859  0.386
H  4.52757  -0.54777  -2.93392  0.300
H  2.79758  -0.22610  -3.42675  0.284
H  3.63497  0.78190  -2.02850  0.332
Hg  1.33686  -3.60161  0.49770  0.164

HOMO, eV: -11.7
LUMO level, eV: -9.59
HOMO-LUMO gap, eV: 2.07
Net charge: +1

=====

No. 3
The following is a DFT calculation (ωB97M-V/def2-TZVPD) of C27H38Br30F9NO4S2 as an isolated structure in a non-equilibrium geometry.

Last column: Mulliken charge in e.
Positions of all 111 atoms, in Å:
C  -7.12945  4.25614  -4.32526  -1.154
C  -6.02660  5.32364  -4.11456  -0.362
C  -4.61317  4.72554  -4.25725  -0.840
C  -4.18860  4.09724  -2.89914  -0.901
C  -3.27016  2.87864  -3.06783  -0.746
C  -1.78389  3.23967  -3.13337  -0.653
O  -1.06978  2.52332  -4.18324  -0.470
S  -0.07494  1.40787  -3.71099  1.888
O  1.19979  1.97797  -3.29114  -0.787
O  0.13075  0.46210  -4.76520  -0.757
C  -0.78094  0.58024  -2.26338  1.621
C  -2.06924  -0.21946  -2.66243  -1.387
N  -2.59313  0.04754  -4.00990  -0.264
C  0.30908  -0.41768  -1.81043  -2.037
C  0.12867  -0.91900  -0.37527  -0.162
C  -0.24964  -2.38843  -0.16274  0.912
F  -0.19753  -3.08437  -1.33473  -0.341
F  0.68351  -2.99965  0.61554  -0.239
C  -1.67131  -2.69431  0.37674  0.478
F  -2.58881  -2.24377  -0.48570  -0.243
F  -1.82220  -4.02351  0.39502  -0.270
S  -2.13091  -2.04433  2.09278  1.262
F  -1.75767  -3.43458  2.75815  -0.314
F  -3.60667  -2.59136  1.85496  -0.362
F  -2.57293  -0.64960  1.47350  -0.336
F  -0.66598  -1.51713  2.38959  -0.234
F  -2.57866  -1.51493  3.50510  -0.304
C  -1.03946  1.69983  -1.21377  -2.066
C  -1.10489  3.13300  -1.76454  0.216
C  -1.73039  4.07501  -0.72519  -0.989
C  -0.71725  4.24677  0.40827  -0.381
C  -1.00596  3.42991  1.64697  -0.992
O  -1.19520  4.92051  1.51023  -0.357
H  -7.82802  4.62747  -5.07671  0.349
H  -6.70275  3.34142  -4.73754  0.299
H  -7.69623  4.05280  -3.42018  0.301
H  -6.10417  5.63812  -3.07074  0.032
H  -6.15219  6.18261  -4.76917  0.460
H  -4.57143  3.98003  -5.05083  0.474
H  -3.91626  5.54439  -4.44913  0.314
H  -5.11183  3.79950  -2.39638  0.518
H  -3.73219  4.89637  -2.31584  -0.029
H  -3.48871  2.12985  -2.30215  0.103
H  -3.55165  2.40127  -4.00611  0.761
H  -1.75328  4.29676  -3.40760  0.968
H  -1.78572  -1.27191  -2.61732  0.356
H  -2.84313  -0.05607  -1.91431  0.425
H  -2.38681  -0.74830  -4.59821  -0.012
H  -3.59878  0.12689  -3.93608  0.284
H  0.40759  -1.18345  -2.57585  0.868
H  1.24144  0.14859  -1.84105  0.620
H  -0.56475  -0.31984  0.21370  0.483
H  1.07762  -0.79477  0.14028  -0.167
H  -0.22683  1.67299  -0.48531  0.642
H  -1.94308  1.45519  -0.64890  0.404
H  -0.08288  3.50051  -1.88847  0.781
H  -1.87811  5.07411  -1.13725  0.530
H  -2.62166  3.64945  -0.26573  0.404
H  0.33124  4.35727  0.13361  0.544
H  -0.23996  3.48815  2.40973  0.492
H  -2.01089  3.07738  1.83482  0.266
C  2.44205  -1.00156  3.25294  0.534
Br  2.77967  0.54849  2.16453  0.065
Br  3.92089  -2.22210  3.21591  0.111
Br  1.95572  -0.52273  5.04716  -0.005
H  1.59563  -1.51285  2.81894  -0.533
C  -0.67637  -6.52764  4.00093  -0.130
Br  0.93108  -5.53290  3.64426  0.034
Br  -0.66908  -8.23201  3.11246  -0.015
Br  -0.97887  -6.70955  5.88946  0.031
H  -1.50074  -5.95935  3.59490  0.084
C  -4.55129  7.43273  1.69006  -0.369
Br  -2.84061  6.88035  2.35776  0.055
Br  -4.70913  9.34795  1.56760  -0.035
Br  -4.94519  6.58403  0.00040  0.012
H  -5.30106  7.09753  2.39169  0.358
C  -1.48095  -2.06943  -7.74717  -0.328
Br  -1.68372  -2.95791  -6.04673  -0.033
Br  -3.01162  -0.97474  -8.14769  -0.027
Br  0.15334  -1.07179  -7.83542  0.010
H  -1.43149  -2.84165  -8.50064  0.327
C  5.74586  -5.53443  3.37141  -0.088
Br  7.36772  -4.56159  2.99908  -0.008
Br  5.74227  -7.25391  2.51285  -0.041
Br  5.41813  -5.67453  5.25825  0.069
H  4.92821  -4.96841  2.94737  0.009
C  8.70744  -9.59561  3.01685  0.196
Br  10.31204  -8.59831  2.66007  -0.010
Br  8.73818  -11.32366  2.17180  -0.015
Br  8.36250  -9.73354  4.90358  0.010
H  7.88864  -9.04255  2.58172  -0.196
C  4.51276  3.93699  3.17300  -0.206
Br  4.24520  3.23017  4.93979  0.001
Br  2.95673  4.88893  2.54957  0.030
Br  6.09881  5.01466  3.06707  -0.018
H  4.65432  3.09365  2.51203  0.159
C  8.17510  -1.35992  5.42096  -0.058
Br  7.82637  -2.12072  7.15165  -0.005
Br  6.68106  -0.32602  4.78973  0.067
Br  9.80592  -0.34065  5.40293  -0.021
H  8.30428  -2.18335  4.73327  -0.002
C  2.97449  4.18977  -6.36512  -0.402
Br  1.72242  3.32147  -5.15074  0.307
Br  2.12864  5.34726  -7.67726  -0.081
Br  4.33475  5.13345  -5.38256  -0.072
H  3.47110  3.40962  -6.92398  0.346
C  0.83477  -8.70406  9.35838  -0.317
Br  2.26967  -8.23617  8.16528  0.030
Br  -0.56747  -9.64598  8.43791  -0.025
Br  1.46731  -9.68625  10.88572  -0.042
H  0.41153  -7.78078  9.72599  0.339

HOMO, eV: -9.4
LUMO level, eV: -0.52
HOMO-LUMO gap, eV: 8.87
Net charge: 0